Entry 1:
C18H33AgAsN3O2Si2 as an isolated structure, computed with ωB97M-V/def2-TZVPD.

Values from the calculation:
HOMO energy: -6.07 eV
gap between HOMO and LUMO: 4.12 eV
2S+1: 1
electronic energy: -3982.1404 Ha
LUMO: -1.950 eV

Each line ends with the Mulliken charge.
CARTESIAN COORDINATES (ANGSTROEM)
Ag -0.580562 -0.030204 0.489627  -0.29
O -1.250141 -2.502880 0.715693  -0.62
C -0.229888 -2.111551 1.320871  0.29
O -0.124533 -1.400170 2.354234  -0.69
C 1.109045 -2.552015 0.730204  0.61
C 1.541040 -3.892930 0.882079  -0.50
C 2.748596 -4.262748 0.381445  -0.76
C 3.547643 -3.297513 -0.277214  1.29
C 4.816317 -3.595349 -0.818160  -0.72
C 5.564475 -2.626096 -1.429717  -0.61
C 5.068028 -1.313739 -1.515483  -0.37
C 3.835369 -0.999841 -1.007276  -0.16
C 3.034640 -1.981468 -0.385415  -0.57
N 1.813386 -1.630171 0.110808  -0.11
H 0.891956 -4.593857 1.388265  0.47
H 3.116088 -5.277795 0.476422  0.40
H 5.191238 -4.608994 -0.737301  0.37
H 6.537938 -2.861898 -1.839408  0.37
H 5.672144 -0.546622 -1.988495  0.35
H 3.449235 0.008057 -1.042269  0.34
N 3.804151 3.803371 -3.156131  -0.21
C 3.330695 2.595319 -2.384046  -0.67
C 1.812239 2.714519 -2.150601  -1.08
N 1.234490 1.654026 -1.396455  -0.16
H 4.802482 3.767518 -3.351293  0.36
H 3.602725 4.652509 -2.626939  0.36
H 3.297518 3.867544 -4.039562  0.36
H 3.868248 2.568192 -1.437696  0.40
H 3.571781 1.705293 -2.963228  0.34
H 1.313729 2.759060 -3.125078  0.43
H 1.614889 3.654742 -1.626656  0.40
H 1.517131 1.591343 -0.429481  0.23
H 1.230374 0.745682 -1.836768  0.22
C -2.697236 2.593067 -3.265916  -1.25
Si -2.351080 3.287165 -1.523501  0.47
C -3.813243 4.444193 -1.135745  -1.11
C -0.896429 4.525531 -1.783869  -1.08
As -2.134508 1.913265 0.353547  -0.08
Si -3.878886 0.426187 -0.151151  0.66
C -3.473480 -0.756471 -1.583170  -0.97
C -4.229814 -0.603931 1.390250  -0.99
C -5.502034 1.293453 -0.642536  -1.21
H -2.750330 3.382760 -4.019821  0.39
H -3.656044 2.069193 -3.265435  0.34
H -1.934111 1.873720 -3.576525  0.31
H -4.031736 5.158852 -1.933473  0.36
H -3.596350 5.001391 -0.220966  0.29
H -4.714029 3.857375 -0.947320  0.23
H -1.281819 5.524521 -1.995240  0.48
H -0.253722 4.234806 -2.619166  0.20
H -0.292566 4.585479 -0.873012  0.25
H -2.590826 -1.345788 -1.322106  0.24
H -3.258694 -0.209310 -2.504039  0.26
H -4.293520 -1.452466 -1.781483  0.34
H -3.407368 -1.302057 1.556363  0.24
H -5.151623 -1.181997 1.288798  0.33
H -4.315555 0.035792 2.271463  0.28
H -5.396709 1.809426 -1.600192  0.27
H -5.790711 2.031358 0.109337  0.29
H -6.316290 0.571493 -0.741766  0.40

Forces on atoms 1 to 3 (eV/Å):
-0.342 1.040 -0.243
0.077 -0.062 0.025
0.378 -0.928 0.278

Entry 2:
A 4-piece molecular cluster, C18H33BrNO12S3 overall, computed with ωB97M-V/def2-TZVPD.

Values from the calculation:
HOMO energy: -4.25 eV
gap between HOMO and LUMO: 6.02 eV
charge: -1
2S+1: 1
electronic energy: -5431.8096 Ha
LUMO: 1.769 eV

Each line ends with the Mulliken charge.
CARTESIAN COORDINATES (ANGSTROEM)
O 7.139602 -0.731649 0.199914  -0.71
C 6.857047 0.390294 -0.273719  0.29
O 7.361735 1.477723 0.243862  -0.70
C 5.902620 0.509088 -1.538143  0.13
N 4.441214 0.504220 -1.197996  -0.03
Br 4.237005 0.718707 0.675072  -0.08
C 3.746478 -0.689047 -1.674889  -0.46
O 2.570386 -0.379486 -2.499395  -0.45
C 1.630265 0.216150 -1.632102  0.52
C 1.584664 1.686340 -1.629901  -0.34
C 0.665263 2.378565 -0.724470  -0.49
C -0.176534 1.570890 0.160477  -0.46
C -0.132554 0.106327 0.136327  -0.27
C 0.780940 -0.586064 -0.760153  -0.38
H 6.207975 -0.237164 -2.312385  0.33
H 6.122844 1.526130 -1.975696  -0.23
H 3.377994 -1.365059 -0.853425  0.33
H 4.386127 -1.343216 -2.333247  0.25
H 2.286917 2.219804 -2.316417  0.32
H 0.664650 3.488786 -0.728166  0.34
H -0.859561 2.075221 0.877818  0.35
H -0.775156 -0.503478 0.836461  0.37
H 0.895334 -1.691663 -0.816534  0.39
O -2.053025 -1.089756 2.674152  -0.64
S -1.892166 -2.092712 3.686802  1.23
O -1.933309 -3.490671 3.374411  -0.63
O -2.923451 -1.795977 4.882731  -0.27
C -4.311600 -1.650939 4.560398  -0.38
C -4.976102 -2.992449 4.318004  -0.92
C -0.409517 -1.760743 4.587268  -0.98
H -4.439538 -0.985837 3.702628  0.31
H -4.781932 -1.165156 5.416789  0.27
H -4.593454 -3.461403 3.410671  0.26
H -6.055019 -2.872958 4.206485  0.39
H -4.777121 -3.677392 5.144458  0.28
H -0.398328 -0.710860 4.872426  0.31
H 0.433228 -1.981663 3.933361  0.40
H -0.379721 -2.403844 5.464685  0.34
O 5.851342 8.146586 -2.584892  -0.65
S 5.361330 7.059942 -3.384288  1.21
O 4.160479 6.357726 -3.044417  -0.58
O 6.540877 6.000732 -3.605448  -0.25
C 7.220798 5.475693 -2.449769  -0.43
C 6.405413 4.409611 -1.747464  -0.90
C 5.240301 7.597442 -5.064151  -0.94
H 7.490134 6.283190 -1.764448  0.33
H 8.151634 5.035728 -2.810372  0.27
H 5.510272 4.836280 -1.291156  0.28
H 6.991490 3.931455 -0.958583  0.47
H 6.074571 3.647991 -2.454963  0.23
H 6.170718 8.086371 -5.345322  0.31
H 4.411211 8.300510 -5.129641  0.36
H 5.047265 6.733094 -5.696513  0.31
O -8.038560 -6.772449 0.668457  -0.65
S -7.147608 -5.648060 0.668641  1.15
O -6.841931 -4.931078 1.870456  -0.52
O -7.626879 -4.602020 -0.452351  -0.27
C -8.982393 -4.143034 -0.418791  -0.34
C -9.193370 -3.090330 0.653069  -0.98
C -5.631745 -6.118671 -0.106293  -0.97
H -9.669643 -4.982920 -0.289213  0.33
H -9.188251 -3.706725 -1.397243  0.27
H -9.087974 -3.519499 1.650737  0.28
H -10.192414 -2.657788 0.574621  0.39
H -8.452050 -2.294262 0.563363  0.26
H -5.857141 -6.617089 -1.046767  0.33
H -5.112542 -6.800247 0.565824  0.37
H -5.029533 -5.227241 -0.271645  0.33

Forces on atoms 1 to 3 (eV/Å):
-1.033 -0.216 -1.208
2.499 1.371 2.126
-1.708 -1.392 -2.151

Entry 3:
C18H33CrN5O6 as an isolated structure, computed with ωB97M-V/def2-TZVPD.

Values from the calculation:
HOMO energy (spin up / spin down): -5.67 / -6.82 eV
<S²>: 6.09
gap between HOMO and LUMO (spin up / spin down): 5.96 / 6.88 eV
2S+1: 5
electronic energy: -2475.0225 Ha
LUMO (spin up / spin down): 0.287 / 0.061 eV

Each line ends with the Löwdin spin population.
CARTESIAN COORDINATES (ANGSTROEM)
O -1.284629 0.661079 -3.970247  0.04
H -1.016058 -0.282625 -4.000254  0.00
Cr -0.552242 0.233132 -1.198070  2.94
N -0.588835 1.885525 -0.085850  -0.04
N 0.917997 1.189057 -2.073829  0.01
N -1.582564 -0.986021 -0.067161  0.26
N -0.398118 -1.488651 -2.196467  0.26
O -1.321813 2.037420 0.997288  -0.02
O -2.047991 -0.647540 1.215742  0.04
O 0.339153 -1.677210 -3.370531  0.06
O 1.691447 0.699039 -2.988305  0.02
C 1.073944 2.474499 -1.637388  0.02
C 0.278922 2.854040 -0.517064  0.05
C -1.789321 -2.235440 -0.521635  0.19
C -1.123351 -2.520921 -1.748415  0.14
C 0.318085 4.188787 0.131271  0.01
H 0.638023 4.119421 1.179667  0.00
H -0.674297 4.664724 0.111089  0.00
H 1.037747 4.821129 -0.394606  0.00
C 2.017214 3.344929 -2.384486  0.00
H 1.711854 3.400282 -3.439979  0.00
H 3.041815 2.951481 -2.344882  0.00
H 2.014919 4.355823 -1.971000  0.00
C -2.665954 -3.219361 0.147228  0.03
C -1.251683 -3.789693 -2.491523  0.02
H -3.065190 -2.826730 1.083518  0.00
H -2.116000 -4.146248 0.348068  0.01
H -3.504547 -3.477374 -0.513161  0.01
H -0.627712 -3.801537 -3.388075  0.00
H -2.298566 -3.927238 -2.787707  0.01
H -0.983990 -4.638718 -1.854648  0.00
H -1.966678 0.364741 1.242930  0.00
H 0.929472 -0.846628 -3.400118  0.00
C -1.965737 0.836366 -2.502834  0.04
H -1.667904 1.753122 -1.936853  0.00
H -2.448760 -0.076835 -2.075515  0.01
H -2.906179 1.261737 -2.879638  0.00
O -2.665004 4.591588 0.308876  0.00
H -3.024296 5.215613 0.960254  0.00
H -2.641556 3.716797 0.754878  0.00
C 0.526536 -1.683050 3.687637  0.00
N 0.070354 -0.437268 3.016365  0.00
C -0.698159 0.420554 3.960520  0.00
C 1.213529 0.358753 2.393192  0.00
C 1.955079 -0.514676 1.441865  -0.01
C 3.155183 -1.118647 1.894367  0.00
C 3.815993 -2.056957 1.103980  0.00
C 3.318195 -2.336455 -0.164589  0.00
C 2.165974 -1.654880 -0.629813  -0.01
C 1.499269 -0.758515 0.164075  -0.08
H 1.329192 -1.444169 4.396787  0.00
H 0.875343 -2.407226 2.944666  0.00
H -0.335410 -2.094416 4.224075  0.00
H -0.578444 -0.710259 2.230824  0.00
H -0.017562 0.762501 4.748424  0.00
H -1.097859 1.276763 3.407261  0.00
H -1.502994 -0.182929 4.389203  0.00
H 0.746842 1.223753 1.906380  0.00
H 1.848270 0.692403 3.225769  0.00
H 3.525469 -0.861618 2.890145  0.00
H 4.716055 -2.551498 1.481976  0.00
H 3.802073 -3.062571 -0.818196  0.00
H 1.835455 -1.891167 -1.635478  0.00

Forces on atoms 1 to 3 (eV/Å):
-1.299 -0.230 3.449
0.015 0.593 0.054
4.344 -1.256 3.277